Entry 1:
A 9-piece molecular cluster, C20H59NO17 overall. Source: OMol25; level of theory: wB97M-V/def2-TZVPD.

```
97
Properties=species:S:1:pos:R:3:mulliken_charge:R:1
C 14.170 4.987 -4.843 -1.631
C 13.983 4.428 -6.262 0.887
C 14.953 5.053 -7.259 -0.214
O 14.504 4.653 -8.543 -0.151
C 15.230 5.306 -9.559 -0.710
N 14.292 2.983 -6.287 0.007
H 13.550 4.378 -4.185 0.480
H 13.681 5.964 -4.840 0.433
H 15.222 5.056 -4.584 0.243
H 12.963 4.576 -6.628 0.166
H 15.938 4.686 -6.965 -0.471
H 14.964 6.147 -7.198 0.536
H 15.033 6.383 -9.607 0.400
H 15.013 4.897 -10.546 0.205
H 16.306 5.159 -9.401 0.116
H 13.597 2.497 -6.845 -0.353
H 14.204 2.553 -5.370 0.159
C 15.417 -0.237 -3.771 0.081
C 15.942 -1.226 -2.718 -0.470
O 14.867 -1.777 -1.965 -0.518
O 15.265 1.058 -3.189 -0.544
H 14.438 -0.611 -4.059 0.246
H 16.140 -0.102 -4.581 -0.043
H 16.650 -0.700 -2.060 0.262
H 16.547 -2.056 -3.088 0.347
H 14.492 -1.021 -1.495 0.299
H 16.136 1.414 -2.993 0.322
C 16.121 -2.965 -8.390 -0.093
C 16.304 -4.464 -8.324 -0.604
O 16.765 -5.016 -9.552 -0.512
O 17.365 -2.315 -8.403 -0.426
H 15.436 -2.646 -7.592 0.157
H 15.562 -2.767 -9.309 0.242
H 15.365 -4.942 -8.039 0.360
H 17.040 -4.701 -7.544 0.305
H 17.644 -4.638 -9.677 0.306
H 17.789 -2.331 -7.541 0.276
C 20.912 0.819 -8.711 0.238
C 20.892 2.273 -8.259 -0.647
O 19.991 2.456 -7.170 -0.403
O 21.406 -0.073 -7.726 -0.579
H 21.552 0.680 -9.589 0.340
H 19.911 0.542 -9.070 -0.188
H 20.607 2.909 -9.101 0.333
H 21.884 2.580 -7.922 0.394
H 19.133 2.662 -7.562 0.133
H 21.398 0.409 -6.890 0.349
C 11.530 1.026 -10.889 -0.216
C 12.184 2.296 -11.504 -0.587
O 13.229 2.743 -10.622 -0.407
O 10.621 1.367 -9.863 -0.510
H 12.351 0.408 -10.508 0.102
H 11.113 0.457 -11.720 0.427
H 11.447 3.085 -11.636 0.274
H 12.639 1.960 -12.433 0.445
H 12.807 3.061 -9.815 0.090
H 11.078 1.969 -9.264 0.245
C 18.927 5.784 -7.347 0.058
C 18.995 5.323 -5.931 0.166
O 19.764 6.154 -5.067 -0.609
O 18.412 7.099 -7.494 -0.563
H 18.246 5.101 -7.873 -0.146
H 19.945 5.747 -7.751 0.505
H 19.390 4.309 -5.901 0.114
H 18.006 5.164 -5.479 -0.150
H 19.737 7.049 -5.424 0.361
H 18.629 7.469 -8.350 0.304
C 17.389 1.767 -13.031 -0.354
C 18.675 1.901 -12.257 0.093
O 19.553 0.822 -12.593 -0.550
O 16.597 0.735 -12.458 -0.607
H 17.701 1.696 -14.070 0.352
H 16.872 2.731 -12.909 0.183
H 18.583 2.077 -11.176 -0.235
H 19.179 2.856 -12.491 0.354
H 19.513 0.216 -11.847 0.317
H 16.488 1.038 -11.531 0.501
C 15.688 1.020 -8.851 1.273
C 16.795 1.284 -7.827 0.172
O 17.087 2.658 -7.740 -0.041
O 15.841 1.752 -10.065 0.065
H 14.771 1.403 -8.390 -1.117
H 15.523 -0.043 -9.046 0.141
H 17.717 0.739 -8.018 0.210
H 16.360 0.876 -6.907 -0.525
H 16.293 3.129 -7.434 -0.168
H 15.008 2.229 -10.181 -0.059
C 11.704 -0.431 -6.586 -0.535
C 11.287 0.966 -6.153 -0.553
O 11.422 1.898 -7.257 -0.341
O 13.061 -0.347 -7.033 -0.218
H 10.988 -0.775 -7.331 0.304
H 11.693 -1.027 -5.675 0.390
H 11.765 1.396 -5.266 0.219
H 10.242 0.991 -5.808 0.480
H 10.834 2.613 -6.989 0.234
H 12.979 0.110 -7.880 0.047
```

Values from the calculation:
Kohn-Sham gap ... 9.30 eV
ΔE to the lowest compared entry with this formula, charge and spin ... 1.0356 eV
SMILES ... COC[C@H](C)N.OCCO.OCCO.OCCO.OCCO.OCCO.OCCO.OCCO.OCCO
LUMO level ... 0.020 eV

Entry 2:
C20H60F2InNO14S2 as an isolated structure. Source: OMol25; level of theory: wB97M-V/def2-TZVPD.

```
100
Properties=species:S:1:pos:R:3:mulliken_charge:R:1
In 1.584 1.260 -2.716 1.069
N 0.567 0.009 -0.371 0.621
S 0.064 -1.401 -0.096 0.620
O -1.324 -1.697 -0.307 -0.863
O 0.797 -2.334 0.778 -0.575
F 0.718 -1.898 -1.497 -0.239
S 0.521 0.397 1.314 0.494
O 1.801 0.326 2.093 -0.637
O -0.755 0.077 1.999 -0.508
F 0.362 1.957 1.014 -0.051
C -0.617 5.009 2.075 -0.213
C 0.828 5.317 2.329 -0.555
O 1.575 4.387 1.544 -0.400
H -0.765 4.963 0.996 0.164
H -1.311 5.752 2.468 0.549
H -0.844 4.045 2.532 -0.393
H 1.081 5.323 3.389 0.351
H 1.074 6.249 1.819 0.406
H 2.509 4.599 1.597 0.202
C -3.064 1.159 -1.687 -0.448
C -2.095 2.247 -2.125 0.000
O -1.310 1.834 -3.148 -0.488
H -3.876 1.056 -2.407 0.438
H -3.601 1.449 -0.783 0.257
H -2.464 0.275 -1.468 -0.296
H -1.548 2.475 -1.210 -0.244
H -2.565 3.125 -2.567 0.574
H -1.914 1.926 -3.888 0.292
C -3.730 2.279 2.531 -0.720
C -4.201 3.687 2.282 -0.222
O -5.285 4.104 3.185 -0.542
H -2.913 1.972 1.878 -0.053
H -4.448 1.480 2.349 0.401
H -3.394 1.995 3.529 0.451
H -4.643 3.880 1.304 0.267
H -3.449 4.471 2.372 0.128
H -5.073 3.704 4.031 0.299
C -1.305 -3.056 -3.815 -0.917
C -1.173 -1.554 -4.220 -0.077
O 0.161 -1.028 -4.225 -0.418
H -1.061 -3.718 -4.646 0.370
H -2.379 -3.231 -3.751 0.433
H -0.702 -3.150 -2.912 -0.025
H -1.783 -1.093 -3.442 -0.183
H -1.690 -1.452 -5.174 0.598
H 0.631 -1.270 -5.026 0.226
C -0.173 2.214 4.361 -0.164
C 0.594 1.149 5.173 -0.323
O -0.298 0.258 5.817 -0.162
H -0.766 1.860 3.518 -0.429
H 0.568 2.788 3.804 0.150
H -0.774 2.893 4.966 0.590
H 1.238 1.473 5.990 0.497
H 1.253 0.512 4.583 0.255
H 0.020 -0.056 6.666 0.426
C 4.250 -1.395 -0.064 -0.340
C 4.748 -1.138 -1.468 -0.302
O 3.665 -0.895 -2.345 -0.322
H 3.579 -0.549 0.085 -0.131
H 4.958 -1.350 0.763 0.441
H 3.596 -2.254 0.083 -0.097
H 5.256 -2.032 -1.831 0.244
H 5.445 -0.311 -1.336 0.313
H 3.654 -1.584 -3.013 0.199
C 2.104 6.049 -1.892 -1.038
C 0.761 5.211 -1.845 -0.288
O 1.038 3.983 -1.159 -0.140
H 2.353 6.375 -0.882 0.234
H 2.158 6.929 -2.533 0.392
H 2.864 5.361 -2.261 0.246
H 0.673 4.929 -2.895 0.252
H -0.077 5.777 -1.438 0.335
H 1.036 4.110 -0.207 -0.053
C 1.871 -5.475 0.990 -0.501
C 1.783 -6.872 0.515 -0.325
O 0.759 -7.045 -0.486 -0.049
H 1.870 -4.780 0.151 0.015
H 2.832 -5.387 1.496 0.346
H 1.018 -5.137 1.579 0.345
H 1.652 -7.594 1.321 0.396
H 2.756 -7.129 0.096 0.324
H 0.001 -7.129 0.097 0.439
C 2.693 -4.763 -2.639 -0.657
C 2.651 -3.954 -3.886 0.096
O 3.840 -3.085 -3.974 -0.597
H 2.689 -4.066 -1.801 -0.126
H 3.491 -5.498 -2.527 0.412
H 1.774 -5.307 -2.424 0.338
H 1.763 -3.336 -3.753 -0.254
H 2.472 -4.682 -4.677 0.403
H 4.567 -3.653 -4.240 0.320
C -3.732 -3.244 1.933 -1.182
C -3.790 -1.721 1.982 0.335
O -3.921 -1.330 0.625 -0.112
H -4.325 -3.704 1.143 0.401
H -3.988 -3.602 2.930 0.387
H -2.725 -3.618 1.748 0.272
H -2.942 -1.312 2.532 -0.020
H -4.740 -1.446 2.440 0.478
H -3.031 -1.344 0.263 0.593
```

Values from the calculation:
Kohn-Sham gap (spin up / spin down) ... 1.94 / 2.46 eV
Total charge ... +3
Spin multiplicity ... 2
LUMO level (spin up / spin down) ... -13.668 / -13.151 eV